[1]
A single C5H5NS molecule in a non-equilibrium geometry. Source: the Open Molecules 2025 dataset; level of theory: the ωB97M-V functional and the def2-TZVPD basis.

ORCA input file:
```
! wB97M-V def2-TZVPD RIJCOSX def2/J DEFGRID3
* xyz 0 1
N 1.64061 1.86578 -1.24372
C 0.90770 0.86868 -0.76534
C 0.16189 0.88743 0.35669
C -0.48564 -0.38348 0.49418
S -1.46960 -0.93366 1.63878
C -0.15329 -1.12999 -0.73518
C 0.67702 -0.41390 -1.50648
H 2.02403 2.57164 -0.56969
H 2.54968 1.56294 -1.76233
H 0.19853 1.58791 1.16205
H -0.48059 -2.11680 -0.92342
H 1.09165 -0.70010 -2.48410
*
```

Values from the calculation:
**Structure (SMILES)**: NC1=CC(=S)C=C1
**DFT total energy**: -17589.81583 eV
**HOMO energy**: -8.2962 eV
**Kohn-Sham gap**: 7.35 eV



[2]
A gas-phase ion, C4H7INO2 (charge -1) in a non-equilibrium geometry. Source: the Open Molecules 2025 dataset; level of theory: the ωB97M-V functional and the def2-TZVPD basis.

ORCA input file:
```
! wB97M-V def2-TZVPD RIJCOSX def2/J DEFGRID3
* xyz -1 3
C -0.49029 1.37336 -0.88144
C 1.48422 0.52727 1.08845
C -1.06148 -1.01399 -1.10013
C 0.43692 -0.53003 0.68835
N -0.25137 -0.08405 -0.43417
O -0.28278 2.31196 -0.12973
O -0.85116 1.32125 -2.04014
I -0.97060 -0.88104 2.53971
H 1.10658 1.60534 0.80738
H 1.75079 0.62694 2.24046
H 2.46128 0.42981 0.48017
H -1.58137 -0.63657 -1.91949
H -0.63382 -1.87486 -1.47981
H -1.86003 -1.48628 -0.59348
H 0.74311 -1.68910 0.73386
*
```

Values from the calculation:
**DFT total energy**: -17944.06580 eV
**HOMO energy (spin up / spin down)**: -1.2004 / -4.4113 eV
**Kohn-Sham gap (spin up / spin down)**: 4.19 / 4.50 eV



[3]
A single C27H32ClN3O6S molecule in a non-equilibrium geometry. Source: the Open Molecules 2025 dataset; level of theory: the ωB97M-V functional and the def2-TZVPD basis.

ORCA input file:
```
! wB97M-V def2-TZVPD RIJCOSX def2/J DEFGRID3
* xyz 0 1
C -0.79127 -1.33022 6.36437
C 0.13489 -0.13155 6.19086
N 0.83842 -0.14986 4.92171
C 1.35434 1.15019 4.53018
C 2.39082 1.76959 5.47462
C 1.80084 -1.22722 4.78632
C 1.29461 -2.33968 3.85034
N 1.07429 -1.87453 2.49973
C 2.01520 -1.26883 1.74507
O 3.15349 -1.01578 2.07703
C 1.38838 -0.99852 0.37823
O 1.91979 -0.41490 -0.54093
C 0.04863 -1.57049 0.44212
C -0.88972 -1.54904 -0.53004
O -2.13605 -1.99040 -0.26438
C -0.61071 -1.04241 -1.88504
C -1.43885 -0.06476 -2.43482
C -1.15859 0.45284 -3.68748
C -0.06678 -0.02319 -4.38636
S 0.36029 0.71617 -5.96892
O 1.10155 -0.25316 -6.71702
O -0.83317 1.28098 -6.52561
N 1.38421 1.97126 -5.64507
C 2.73213 1.68577 -5.20810
C 2.87359 1.85686 -3.69014
O 2.41067 3.12888 -3.28683
C 1.05260 3.30696 -3.61472
C 0.84173 3.20612 -5.12991
C 0.73298 -1.02798 -3.87464
C 0.46374 -1.53984 -2.61992
C -0.20001 -2.07676 1.84065
C -1.31766 -1.31360 2.51528
C -2.43060 -1.97011 3.01875
C -3.44720 -1.26186 3.63610
C -3.34034 0.11438 3.75228
Cl -4.59811 1.00457 4.53481
C -2.23747 0.78563 3.24719
C -1.23248 0.06786 2.62859
H -1.38809 -1.19834 7.26382
H -0.22660 -2.25349 6.46580
H -1.45901 -1.41316 5.51204
H -0.46957 0.77875 6.21040
H 0.83048 -0.09771 7.04769
H 1.80128 1.03971 3.53932
H 0.49972 1.82817 4.44331
H 1.95454 1.98097 6.44791
H 2.75647 2.70143 5.05170
H 3.23665 1.09953 5.60890
H 2.03118 -1.68552 5.75636
H 2.73397 -0.85103 4.36385
H 0.34983 -2.74188 4.21467
H 2.04780 -3.13694 3.83338
H -2.69645 -1.91667 -1.04923
H -2.27465 0.31874 -1.86560
H -1.77627 1.21500 -4.13575
H 2.97026 0.67159 -5.52485
H 3.40564 2.38753 -5.71359
H 3.92284 1.81279 -3.39575
H 2.31811 1.07262 -3.15492
H 0.78098 4.30076 -3.25459
H 0.44265 2.55084 -3.09544
H -0.21392 3.23434 -5.39653
H 1.36081 4.03691 -5.62137
H 1.55211 -1.39719 -4.47040
H 1.08047 -2.32014 -2.20438
H -0.45155 -3.14720 1.82946
H -2.51170 -3.04330 2.92776
H -4.31185 -1.77265 4.02972
H -2.17111 1.85825 3.33819
H -0.37319 0.58313 2.22902
*
```

Values from the calculation:
**Structure (SMILES)**: CCN(CC)CCN1C(=O)C(=O)/C(=C(/O)c2ccc(S(=O)(=O)N3CCOCC3)cc2)[C@@H]1c1ccc(Cl)cc1
**DFT total energy**: -68630.79112 eV
**HOMO energy**: -8.3313 eV
**Kohn-Sham gap**: 7.61 eV



[4]
A molecular structure, C7H10Br2O in a non-equilibrium geometry. Source: the Open Molecules 2025 dataset; level of theory: the ωB97M-V functional and the def2-TZVPD basis.

ORCA input file:
```
! wB97M-V def2-TZVPD RIJCOSX def2/J DEFGRID3
* xyz 0 1
C -1.42472 0.86264 0.19926
C -1.17663 -0.80050 1.49632
C 0.23470 -0.67513 -0.42243
C -1.29019 -0.64597 -0.04889
C -0.50756 0.60336 1.37437
C 0.65739 0.35761 0.51399
C 4.75262 0.45632 -0.88450
O 1.67711 0.98950 0.46693
Br 3.66955 -1.10871 -0.61292
Br 5.96202 0.68786 0.60259
H -1.11422 1.59360 -0.65831
H -2.53269 1.05635 0.37667
H -2.13125 -0.80401 1.88968
H -0.56249 -1.65900 1.82635
H 0.64165 -1.59467 -0.44088
H 0.45060 -0.33182 -1.36354
H -1.84868 -1.22764 -0.74867
H -0.40869 1.26297 2.22690
H 5.40839 0.50233 -1.79284
H 4.20205 1.38464 -0.89894
*
```

Values from the calculation:
**DFT total energy**: -149551.30370 eV
**HOMO energy**: -9.3188 eV
**Kohn-Sham gap**: 9.96 eV



[5]
A single C3H4NOP molecule in a non-equilibrium geometry. Source: the Open Molecules 2025 dataset; level of theory: the ωB97M-V functional and the def2-TZVPD basis.

ORCA input file:
```
! wB97M-V def2-TZVPD RIJCOSX def2/J DEFGRID3
* xyz 0 1
C 0.75858 0.49856 0.61639
N 1.33569 -0.02815 -0.40882
C 0.79730 -0.79872 -1.29115
P -1.22552 -1.55456 -0.78807
O -1.36818 -0.70583 0.63335
C -0.76527 0.58928 0.68876
H 1.40378 0.86383 1.41563
H 1.41730 -0.95095 -2.27142
H -1.20685 0.85034 1.58761
H -1.14684 1.23620 -0.18230
*
```

Values from the calculation:
**Structure (SMILES)**: C1=NC=POC1
**DFT total energy**: -15998.34837 eV
**HOMO energy (spin up / spin down)**: -7.7694 / -8.0919 eV
**Kohn-Sham gap (spin up / spin down)**: 6.98 / 7.51 eV



[6]
A molecular structure, C15H27Br9O6S3 in a non-equilibrium geometry. Source: the Open Molecules 2025 dataset; level of theory: the ωB97M-V functional and the def2-TZVPD basis.

ORCA input file:
```
! wB97M-V def2-TZVPD RIJCOSX def2/J DEFGRID3
* xyz 0 1
C 0.03380 -0.14397 -0.84978
Br 0.85547 0.25266 -2.67749
Br -1.67887 -1.08264 -1.04985
Br -0.31539 1.57887 0.12828
H 0.75034 -0.74065 -0.28530
C 3.13461 -2.70230 -1.58048
Br 4.76781 -2.39251 -2.54553
Br 2.28947 -4.29940 -2.16611
Br 1.83922 -1.22312 -1.51789
H 3.48219 -2.82789 -0.55505
C 2.32074 0.90788 -4.00227
Br 0.83036 2.17492 -4.18628
Br 3.34173 1.33558 -2.36210
Br 3.63861 1.15778 -5.48946
H 1.95246 -0.11763 -4.03037
C 0.23520 0.47448 3.60592
C 0.65707 1.22787 2.31843
C 0.68645 2.78231 2.63892
S 1.07898 2.94480 4.45437
O -0.00872 3.58831 5.11789
O 2.47887 3.41777 4.63926
C 1.04807 1.10114 4.73712
H 0.65176 -0.52744 3.50230
H -0.82231 0.38765 3.85538
H 0.01868 0.96465 1.47506
H 1.65040 0.84980 2.07667
H -0.25746 3.32613 2.60168
H 1.33611 3.54306 2.20614
H 0.87078 0.93781 5.80013
H 2.11481 0.95264 4.56943
C -3.85058 2.24300 -2.48327
C -3.04129 1.10663 -1.90018
C -1.66724 1.31045 -2.52267
S -1.41960 3.17575 -2.73877
O -1.14192 3.69182 -4.08339
O -0.55688 3.66624 -1.60062
C -3.19549 3.59609 -2.30252
H -4.82984 2.12427 -2.01951
H -3.97557 2.03689 -3.54628
H -3.36687 0.07295 -2.01688
H -3.01542 0.99075 -0.81667
H -1.49061 0.84183 -3.49081
H -0.91320 0.89974 -1.85121
H -3.47671 4.33478 -3.05309
H -3.17410 3.89255 -1.25382
C 0.74843 -3.17113 -0.02511
C 0.32298 -4.55514 0.40198
C 0.01083 -4.51809 1.90518
S -0.55168 -2.76174 2.25229
O 0.47753 -2.05277 3.01991
O -1.96054 -2.71202 2.64146
C -0.35363 -2.29996 0.50551
H 0.85332 -2.97892 -1.09289
H 1.62387 -2.79785 0.50626
H 1.06961 -5.30632 0.14436
H -0.56637 -4.94142 -0.09597
H 0.71079 -4.74360 2.70973
H -0.89610 -5.11303 2.01302
H -0.06470 -1.26556 0.31937
H -1.29040 -2.61485 0.04572
*
```

Values from the calculation:
**DFT total energy**: -691137.58866 eV
**HOMO energy**: -7.6593 eV
**Kohn-Sham gap**: 5.94 eV